[1]
14
Properties=species:S:1:pos:R:3:forces:R:3 method="wB97M-V/def2-TZVPD" de_lowest_kcal_mol=56.9 homo_ev=-7.6196 charge=0 gap_ha=0.310 smiles="NC/C(N)=C/O"
N -1.956 -0.089 0.603 -0.102 0.343 0.164
O 2.414 -0.261 0.546 -0.142 0.085 -0.415
H -1.562 0.138 -1.424 -0.020 -0.699 -0.124
H 1.290 1.971 0.143 -0.117 0.109 0.058
H -2.834 -0.577 0.461 0.131 0.086 0.006
H 3.112 -0.873 0.295 -0.013 0.070 0.012
C 1.221 -0.641 -0.077 0.980 1.530 -0.163
C -1.074 -0.290 -0.542 1.301 -2.393 0.274
H -0.404 2.124 0.200 0.097 0.025 0.078
N 0.396 1.668 -0.214 0.224 -0.155 0.123
H -0.620 -1.417 -0.489 -2.301 1.816 -1.317
C 0.268 0.299 -0.335 0.481 -0.632 0.946
H -1.526 -0.468 1.443 -0.027 0.022 -0.115
H 1.277 -1.583 -0.609 -0.491 -0.208 0.473


[2]
12
Properties=species:S:1:pos:R:3:forces:R:3 method="wB97M-V/def2-TZVPD" homo_ev="-5.7071 / -9.5320" charge=0 spin_multiplicity=3 gap_ha="0.219 / 0.169"
H -0.618 -0.633 -0.645 0.964 1.244 0.395
I -4.521 2.040 0.642 -0.993 1.377 0.635
O -1.951 0.455 0.492 -1.940 -0.630 -0.743
H 1.363 -0.070 0.909 -1.044 0.902 0.352
I -4.456 -1.967 0.965 -0.965 -2.559 1.572
H 0.404 1.495 1.006 0.011 0.729 -0.969
I -3.368 -0.231 -2.626 0.217 -0.244 -0.978
H 0.192 0.359 2.168 -0.180 -0.458 2.018
H -1.027 -1.304 0.750 0.884 -0.011 1.310
C 0.375 0.441 1.147 1.304 -1.978 -1.379
Si -3.584 0.027 -0.172 4.404 2.545 -0.143
C -0.714 -0.304 0.426 -2.660 -0.916 -2.069


[3]
9
Properties=species:S:1:pos:R:3:forces:R:3 method="wB97M-V/def2-TZVPD" de_lowest_kcal_mol=82.2 homo_ev="-8.0667 / -8.0704" charge=0 gap_ha="0.229 / 0.230"
F -1.773 1.313 0.564 0.574 0.187 0.309
H -0.373 1.790 -0.754 0.435 -1.080 1.391
H 1.399 0.312 0.510 -2.377 -0.266 1.055
H 0.785 -2.732 -1.870 -0.167 0.315 0.274
H 0.112 0.309 1.931 -0.253 -1.050 0.558
C -0.502 1.198 0.213 -0.648 -0.465 -1.142
H -0.001 -0.806 0.181 0.156 -0.716 -0.728
S 0.080 -1.596 -1.648 -0.055 0.274 0.866
C 0.272 0.212 0.874 2.334 2.802 -2.583


[4]
42
Properties=species:S:1:pos:R:3:forces:R:3 method="wB97M-V/def2-TZVPD" de_lowest_kcal_mol=1.7 homo_ev=-13.5019 charge=+1 gap_ha=0.384
H -1.681 1.441 3.544 -0.012 0.027 0.002
H -1.821 -0.203 4.166 0.006 -0.009 0.003
H -3.543 -3.066 2.731 -0.042 0.003 0.022
C -3.171 -1.038 2.266 -0.053 0.112 0.034
H -3.618 -1.166 1.278 0.033 -0.004 0.011
H 3.750 2.923 -2.686 0.004 -0.010 0.000
H 0.959 2.001 -3.560 -0.005 -0.007 0.009
H 3.169 -0.012 -2.183 0.000 0.020 0.001
C 2.111 -0.018 -1.913 -0.006 -0.015 0.015
H -2.634 -2.210 3.976 0.049 -0.011 0.004
C 0.104 0.217 3.314 0.066 0.055 -0.011
C 1.659 2.359 -2.800 -0.010 0.008 -0.009
N -2.040 -0.045 2.065 0.017 -0.023 0.104
H -1.610 -1.057 0.265 -0.043 0.066 -0.049
H 0.510 0.343 4.315 0.028 0.017 0.004
C 0.139 -1.285 1.524 0.018 0.019 -0.004
H 2.047 -0.614 -0.994 0.031 -0.015 -0.030
C 1.319 -0.728 -3.010 -0.005 0.022 0.003
C -1.396 0.406 3.375 -0.017 0.026 -0.051
H 0.644 1.390 -1.175 -0.003 -0.002 -0.009
H 3.003 3.251 -4.248 0.000 0.007 0.007
H -1.832 -2.715 2.480 -0.027 -0.020 -0.018
C -2.758 -2.333 2.903 0.015 0.034 0.030
C 1.655 1.410 -1.603 0.013 -0.009 0.023
H 3.435 1.605 -3.814 -0.004 0.002 -0.005
H 1.744 -1.724 -3.154 -0.020 -0.005 -0.019
C -1.058 -0.473 0.999 -0.005 -0.036 -0.068
H -0.730 0.441 0.508 0.037 0.007 0.057
F -4.068 -0.363 3.052 0.099 -0.099 -0.117
H 0.589 0.949 2.657 -0.007 -0.012 0.002
H -0.300 -1.378 -1.740 -0.032 -0.011 -0.026
H 2.306 1.820 -0.823 -0.003 0.007 -0.001
H -0.013 -2.350 1.371 0.007 -0.019 0.006
H -0.639 0.131 -2.608 -0.019 -0.006 -0.001
C -0.166 -0.850 -2.691 0.015 -0.011 0.070
H 1.277 3.330 -2.475 0.002 0.004 -0.008
H -2.506 0.780 1.688 -0.071 -0.055 -0.015
H -0.704 -1.410 -3.456 0.019 -0.011 -0.004
O 0.372 -1.103 2.904 -0.103 -0.078 0.010
C 3.038 2.542 -3.421 -0.002 -0.007 0.000
H 1.015 -0.988 0.939 0.003 0.021 0.017
H 1.443 -0.208 -3.963 0.023 0.018 0.013


[5]
14
Properties=species:S:1:pos:R:3:forces:R:3 method="wB97M-V/def2-TZVPD" de_lowest_kcal_mol=139.8 homo_ev=-8.8783 charge=0 gap_ha=0.334
H 0.870 1.370 -1.080 0.035 -0.020 0.152
H 1.314 -1.335 0.274 -0.194 0.108 -0.052
H 0.324 0.232 1.757 -0.011 -0.057 -0.295
H -0.838 1.043 0.702 0.185 -0.379 -0.110
C 0.061 0.413 0.712 0.233 0.117 0.033
C 1.142 1.213 -0.031 0.094 0.015 -0.098
H 2.121 0.723 0.007 -0.131 0.064 -0.022
N -2.937 -0.084 -1.345 0.797 -0.431 0.522
H 1.239 2.200 0.433 -0.059 -0.163 -0.026
C 0.339 -1.154 -0.179 0.449 0.399 -0.128
O -0.563 -2.144 0.171 -0.140 0.080 -0.006
C -2.115 -0.529 -0.655 -0.581 0.376 -0.431
C -1.308 -1.010 0.486 -0.657 -0.170 0.186
H 0.352 -0.938 -1.252 -0.018 0.061 0.275


[6]
26
Properties=species:S:1:pos:R:3:forces:R:3 method="wB97M-V/def2-TZVPD" de_lowest_kcal_mol=127.9 homo_ev=-11.3274 charge=+1 gap_ha=0.287
H -3.410 -1.126 -0.134 0.399 1.235 0.269
H -1.244 -2.216 3.190 -0.212 0.856 0.257
H 1.475 -1.015 -3.705 -0.289 1.517 0.872
C 0.655 0.086 -0.815 -0.796 1.334 1.063
H 2.251 0.164 -2.640 -2.041 -0.069 -2.005
H -0.308 -2.699 1.934 1.490 -1.277 -0.112
C -0.486 -1.827 2.511 -1.861 -1.000 -0.904
H 0.304 -1.312 2.923 2.136 0.121 1.591
C 1.928 0.631 -0.479 1.776 1.382 1.279
H 3.274 1.782 0.695 -0.142 0.309 -0.242
H -3.149 0.548 -0.703 0.003 0.154 0.539
H 0.998 0.630 -3.922 1.006 -0.850 1.071
C -0.914 -0.950 1.463 -1.665 2.935 -3.499
H -0.837 1.576 1.958 0.687 0.442 0.281
H -0.617 -0.832 -2.257 1.855 1.668 -0.492
C -0.229 0.198 0.456 -0.868 -0.010 0.534
C 2.229 1.553 0.518 1.244 -2.901 -2.380
H 1.236 2.889 1.962 0.980 -0.742 0.014
H 2.777 0.238 -0.989 0.891 -0.199 -0.529
C 0.329 -0.155 -2.118 -3.142 -2.899 1.754
N 1.317 -0.083 -3.200 1.494 -0.269 0.318
C 1.250 1.940 1.394 -1.930 3.657 2.276
C -3.012 -0.100 0.169 -1.955 -1.467 -0.561
C -1.654 -0.279 0.613 2.293 -1.835 1.414
C 0.063 1.368 1.380 -1.372 -2.443 -2.074
H -3.615 0.157 1.061 0.019 0.350 -0.735


[7]
15
Properties=species:S:1:pos:R:3:forces:R:3 method="wB97M-V/def2-TZVPD" de_lowest_kcal_mol=140.6 homo_ev=-8.7514 charge=0 gap_ha=0.347
H -0.090 1.847 0.189 -0.032 -0.077 0.119
H 2.369 1.716 0.234 -0.267 -0.037 -0.046
N -0.222 -1.241 -0.723 -4.935 -5.656 -3.804
H -2.366 1.112 0.409 0.101 -0.088 -0.233
C 1.792 0.864 -0.149 0.219 -0.400 -0.180
H 2.339 -0.031 0.156 -0.118 0.030 -0.198
H 1.791 0.933 -1.239 0.042 -0.093 0.068
H 0.367 0.726 1.491 0.226 0.292 0.033
H -1.301 -2.022 -1.019 3.944 1.776 0.370
C -2.162 0.158 -0.063 -0.139 -1.066 0.084
O 0.707 -1.994 -0.036 -0.164 0.086 1.009
H -2.997 -0.450 -0.391 -0.155 0.002 -0.054
C 0.395 0.896 0.414 -2.902 -1.350 0.339
H 0.310 -2.187 0.834 0.292 -0.046 -0.155
C -0.931 -0.326 -0.106 3.888 6.627 2.648


[8]
14
Properties=species:S:1:pos:R:3:forces:R:3 method="wB97M-V/def2-TZVPD" de_lowest_kcal_mol=86.9 homo_ev=-8.1320 charge=0 gap_ha=0.333 smiles="CC=C=C=CO.[H][H]"
H -0.327 -1.273 1.988 0.054 -0.026 0.044
H 0.386 -1.393 1.819 -0.078 -0.032 0.031
C -1.192 0.137 -1.226 0.161 -0.006 0.002
H -1.470 -0.175 -2.231 0.071 0.045 0.108
H -3.205 0.134 -0.459 0.151 0.059 0.022
O 3.045 0.048 1.083 -0.195 0.113 0.157
H 2.329 0.407 1.626 0.131 -0.033 -0.035
H -2.501 1.743 -0.634 0.023 -0.153 0.022
C 0.069 0.017 -0.870 0.097 -0.006 0.001
C -2.277 0.706 -0.351 -0.038 0.034 0.089
C 1.286 -0.110 -0.520 -0.098 0.016 -0.012
C 2.538 -0.266 -0.139 -0.128 -0.073 -0.303
H 3.305 -0.674 -0.790 -0.137 0.042 0.048
H -1.987 0.699 0.703 -0.015 0.019 -0.172


[9]
11
Properties=species:S:1:pos:R:3:forces:R:3 method="wB97M-V/def2-TZVPD" de_lowest_kcal_mol=84.7 homo_ev=-9.7201 charge=0 gap_ha=0.391 smiles="ON=C1COC1"
C -0.911 1.041 0.592 0.157 0.287 0.173
N 1.512 0.304 0.222 -0.617 0.167 0.084
O 2.096 -0.807 -0.391 0.340 -0.069 -0.157
H -0.973 2.023 0.107 0.007 -0.157 0.073
C -0.721 -0.776 -0.427 0.109 -0.274 -0.152
O -1.803 0.076 -0.001 -0.196 0.001 -0.030
H -1.072 1.148 1.671 0.038 -0.036 -0.137
C 0.257 0.190 0.172 0.357 0.035 -0.053
H 3.026 -0.556 -0.457 -0.139 -0.093 0.082
H -0.653 -0.872 -1.518 -0.052 0.008 0.154
H -0.758 -1.771 0.029 -0.004 0.130 -0.037


Repeat the second record exactly.
12
Properties=species:S:1:pos:R:3:forces:R:3 method="wB97M-V/def2-TZVPD" homo_ev="-5.7071 / -9.5320" charge=0 spin_multiplicity=3 gap_ha="0.219 / 0.169"
H -0.618 -0.633 -0.645 0.964 1.244 0.395
I -4.521 2.040 0.642 -0.993 1.377 0.635
O -1.951 0.455 0.492 -1.940 -0.630 -0.743
H 1.363 -0.070 0.909 -1.044 0.902 0.352
I -4.456 -1.967 0.965 -0.965 -2.559 1.572
H 0.404 1.495 1.006 0.011 0.729 -0.969
I -3.368 -0.231 -2.626 0.217 -0.244 -0.978
H 0.192 0.359 2.168 -0.180 -0.458 2.018
H -1.027 -1.304 0.750 0.884 -0.011 1.310
C 0.375 0.441 1.147 1.304 -1.978 -1.379
Si -3.584 0.027 -0.172 4.404 2.545 -0.143
C -0.714 -0.304 0.426 -2.660 -0.916 -2.069